Entry 1:
14
Properties=species:S:1:pos:R:3:nbo_charge:R:1 method="wB97M-V/def2-TZVPD" multiplicity=1 molar_mass_g_mol=117.2 energy_ev=-18528.954 e_above_lowest_kcal_mol=34.96 largest_force_ha_per_bohr=0.016 lumo_ev=0.6
C 0.973 -1.323 -0.074 0.280
N 1.721 1.636 -0.111 -0.646
N 0.191 -0.216 -0.523 -0.649
N 2.223 -1.490 -0.080 -0.640
H 2.198 0.992 0.530 0.339
H -3.329 -0.144 0.476 0.239
H -2.192 1.233 0.686 0.223
H -1.836 -0.327 1.493 0.227
H 0.335 -2.131 0.304 0.175
C -2.272 0.144 0.597 -0.774
H 0.011 1.697 -1.274 0.175
H 2.732 -0.706 -0.511 0.341
C 0.694 1.106 -0.631 0.278
S -1.449 -0.470 -0.882 0.432

Entry 2:
63
Properties=species:S:1:pos:R:3:mulliken_spin:R:1 method="wB97M-V/def2-TZVPD" multiplicity=5 molar_mass_g_mol=472.4 energy_ev=-71766.786 e_above_lowest_kcal_mol=0.00 largest_force_ha_per_bohr=0.005 s_squared=6.01 lumo_ev="0.5 / 0.5"
H -1.919 3.455 4.212 0.000
C 1.735 -4.526 1.642 0.000
H 0.420 0.079 -3.752 -0.004
H 0.093 2.587 3.178 0.001
N -0.089 -2.553 1.661 0.001
H 0.907 0.781 3.387 0.001
C -0.539 -1.780 -3.266 -0.002
C -0.374 -0.266 -3.082 0.023
H 0.381 -2.296 -2.963 0.004
C -1.997 2.971 3.245 -0.002
H 1.612 2.321 -2.458 0.003
H -0.761 -2.119 -4.287 0.002
C 1.694 0.737 2.649 0.000
H 3.162 0.231 4.117 0.000
H -3.121 -3.648 -2.177 -0.001
H -3.683 -0.037 -0.367 -0.001
C 1.398 0.963 1.298 0.023
C 0.846 -2.506 0.693 0.006
C 2.922 0.055 -1.916 0.011
H 1.519 2.867 -0.771 -0.003
N -2.402 -3.286 -2.780 -0.001
H -2.607 3.238 -1.452 0.003
C 3.730 0.456 0.798 0.003
H 3.106 2.678 -1.551 0.002
N -2.126 1.344 -0.623 0.018
H 4.520 0.328 0.069 0.000
H -1.294 0.205 -3.458 -0.018
H -1.666 2.155 -2.515 -0.003
H -4.220 2.265 0.819 0.000
H -2.302 -3.647 -3.710 -0.001
C -3.226 2.870 2.620 0.005
C -3.370 0.729 -1.074 0.015
C 2.090 2.268 -1.477 0.022
H -4.177 1.464 -1.184 0.003
H 2.979 -0.957 -1.522 -0.002
H -0.139 -3.327 2.295 0.000
C -1.608 -2.289 -2.331 -0.005
H 1.895 -4.103 2.636 0.000
H -3.198 0.261 -2.042 -0.002
H 5.009 0.025 2.474 0.000
H -1.644 -1.608 0.908 0.002
N 0.153 1.210 0.748 -0.028
C -0.884 1.806 1.419 0.018
H -0.878 2.954 -1.141 -0.013
Fe -0.156 0.087 -0.986 3.864
H 2.565 -5.181 1.398 0.000
C -2.139 1.801 0.752 -0.004
H -4.124 3.250 3.089 0.000
N -1.124 -1.618 1.781 0.002
C 2.456 0.775 0.372 -0.039
N 2.109 0.877 -1.025 0.019
O 1.739 -3.510 0.646 -0.001
C -1.802 2.494 -1.488 0.040
C -3.277 2.303 1.350 0.000
O 0.951 -1.618 -0.135 0.007
C 2.977 0.401 3.063 0.000
C -0.846 2.459 2.663 0.002
C 4.008 0.275 2.150 0.004
H 0.809 -5.106 1.617 0.000
O -1.758 -1.834 -1.198 0.015
H -0.718 -0.698 1.919 0.005
H 3.936 0.455 -2.043 0.002
H 2.445 0.031 -2.895 0.000